The following is a quantum chemistry calculation of C89H194As2F12N9O4 as an isolated structure, from OMol25.

Computed properties:
* calculated total energy: -271292.893 eV
* LUMO energy: -8.111 eV
* multiplicity: 1
* highest occupied orbital energy: -14.760 eV
* net charge: +5
* strongest force on any atom: 0.0635 Eh/bohr

Geometry (Å):
C (-0.6333, 5.4617, -8.1389)
C (7.3150, -1.7326, 4.5454)
H (-9.8184, -2.7790, -4.2929)
H (-5.8911, -3.2601, 2.9921)
H (-7.0369, -3.4253, 0.5404)
C (8.6839, -1.0518, 4.5573)
H (-0.6229, -1.9919, 2.0982)
F (1.2051, -2.0501, -3.7592)
H (3.6611, 4.1489, 0.9977)
C (2.8164, -8.7449, -1.2209)
C (-6.9124, -0.1184, 0.6622)
F (-3.3456, -0.0235, -2.1499)
H (-1.5061, -0.2185, -6.6170)
H (-5.4834, 2.8526, 1.5076)
H (-2.9176, -0.0511, 7.2990)
H (1.5877, -5.5258, -0.4415)
C (7.2467, 4.3232, 2.3979)
C (3.8768, -9.8120, -1.6118)
H (2.0756, 3.5252, 1.4859)
H (0.2625, 5.7724, -8.7142)
H (-2.9136, 2.7759, 2.9886)
H (-0.0836, 0.3441, 4.4375)
H (-1.3921, 0.3644, 10.6943)
H (5.8839, 3.1227, 0.6736)
C (-5.7875, 6.2254, 1.4841)
H (-7.6460, -2.5040, -7.8851)
H (0.0315, -0.7569, -6.0827)
H (-6.7652, 6.6633, 1.6874)
C (1.4686, 0.8504, -2.2114)
O (5.0402, 2.2404, 2.0953)
H (0.3752, 0.9553, -0.4375)
H (0.3305, 3.4490, -7.8191)
H (-0.7685, -0.9906, 5.3188)
H (2.1180, -8.4889, -2.0060)
H (-3.0954, -2.3063, 8.8908)
H (-4.4645, 2.3918, 8.9007)
C (-5.3993, 5.7156, -0.8459)
H (5.3494, -2.0432, -3.2733)
H (-1.8060, -1.9010, 9.9834)
C (-7.3733, 4.3708, 2.0494)
N (-2.7342, -2.5574, -5.5701)
H (-0.1283, 2.2327, -2.6911)
C (-2.8138, -1.6715, 9.7202)
H (-1.7161, -2.2713, -0.0833)
C (5.1344, -7.9697, -0.6604)
H (0.8431, 0.5074, 6.5763)
H (2.3836, -5.0542, 1.9304)
H (4.5927, -0.4893, -2.9833)
H (4.4283, -0.0477, 3.8072)
C (-0.7135, 0.0994, 5.2832)
H (-1.7280, 6.9915, -4.4735)
H (7.0308, 2.2504, -2.0418)
H (-1.5279, -0.5386, -0.3650)
H (4.7722, -2.7783, -1.0836)
H (0.1134, -4.4499, 1.2442)
H (-0.3962, 1.6403, 6.7082)
C (1.1072, -1.1221, 1.1359)
N (-6.2608, -1.3510, 0.1851)
As (-3.7071, 1.6163, -2.4170)
H (4.2234, 2.7803, -3.1908)
C (-8.2058, -2.2143, -3.0414)
C (-6.1789, -1.3464, -6.7257)
C (3.0677, 3.2451, 1.0709)
H (-0.0865, 6.2056, -4.4286)
H (-6.2470, -0.5806, -5.9310)
H (-1.2928, 4.1796, -3.2526)
H (-9.6306, -3.7483, -2.7667)
C (0.2660, -5.2583, 1.9993)
H (-5.8194, 6.1125, -1.7750)
C (-5.0281, 3.8115, 1.7405)
C (-0.9814, -1.1126, -6.2971)
H (2.4094, -9.1186, -0.3166)
H (0.1977, -4.8086, 3.0084)
H (1.4686, -3.0296, 4.9172)
F (2.6836, -3.5481, -5.0100)
H (5.3795, 4.7436, 3.5116)
C (6.1471, 6.4776, 2.4105)
H (-3.0860, -3.2338, -7.5732)
C (-3.6052, 3.9400, 1.3459)
H (-4.9558, -3.7430, 1.6058)
N (-2.9733, -0.2509, 9.4258)
H (-7.3729, -2.8769, -3.3640)
F (0.2512, -4.0015, -5.1068)
H (2.7355, -6.2491, -2.4054)
H (5.8976, -1.6042, -0.4330)
H (-4.4999, -2.8439, -3.2605)
H (0.9814, 0.1154, -2.8953)
H (-2.9531, 0.0951, 11.5028)
H (6.9882, 7.0861, 2.7116)
C (3.7893, 2.1333, 1.8981)
H (-1.2427, 3.3833, -5.5363)
H (-7.7995, -2.5098, -6.1964)
H (-3.3041, 7.2493, -2.2946)
C (1.8101, -6.2929, 0.3035)
H (-1.4257, 3.3836, -7.9334)
H (7.5830, -5.5070, 0.6268)
C (0.1730, -1.8104, -0.9336)
C (-2.8287, 2.7678, 1.9029)
C (-3.0196, -3.7272, -4.6704)
H (-0.7945, 2.2203, 1.9849)
C (-6.3611, 4.6274, -0.2668)
C (-2.2178, 0.2102, 8.1065)
H (7.6053, 0.3529, 2.5375)
C (-1.6449, -1.6914, -5.0538)
H (7.4856, 2.9778, -0.0609)
H (8.8701, 6.0441, 1.1154)
H (1.1285, -7.1074, -0.0111)
H (-4.7334, -0.0797, 8.3413)
H (-7.4459, 4.7073, -0.3491)
H (-5.6764, -0.8381, -7.5798)
H (-1.2328, -1.7081, -8.3636)
As (1.4530, -3.8075, -3.8100)
H (4.3654, -6.8943, -2.8063)
H (5.6111, 3.6288, -3.9104)
H (-7.2577, 4.6427, 3.1243)
H (1.7766, -6.6222, 2.4621)
H (9.1682, 1.0475, 5.0846)
H (-8.0010, -0.1777, 0.6974)
C (-9.5372, -2.7602, -3.2427)
H (-0.8913, -2.3410, -4.6608)
C (2.5049, -2.7025, 5.1150)
H (3.3201, -7.4274, 1.1691)
H (5.7859, -7.6372, -1.4348)
H (6.8079, 4.7065, -1.8832)
C (2.6224, -1.5141, -0.8157)
H (2.9973, 2.8118, 0.0580)
H (-5.1303, 3.9428, 2.8244)
H (-7.5742, -2.2268, 1.6603)
H (-3.0438, 4.7821, 1.7590)
C (-3.3206, -4.4044, -2.2038)
N (-6.1195, 4.7573, 1.2719)
H (-3.0480, 4.9887, -7.0416)
C (3.9511, -0.9241, -0.3487)
H (2.4405, -1.8126, 5.7513)
C (5.3263, -1.2075, -2.5514)
H (-4.1112, -1.1587, -4.9197)
H (-4.4520, -0.1944, 0.2002)
H (4.7487, -9.7895, 0.3891)
H (-0.4592, 6.2304, -1.8324)
C (8.5026, 5.2277, 0.4819)
C (5.2840, 2.7409, -3.3607)
H (0.2149, 6.6591, -6.5368)
C (-1.3995, 3.0549, 1.6123)
H (-1.5026, 5.5841, -8.7907)
H (-3.2598, 2.4661, 11.3713)
H (2.6098, -1.5895, -1.9203)
H (6.9359, 1.4864, 4.2918)
C (-1.5074, 6.0104, -2.0415)
H (-3.3116, 6.2987, -5.8516)
H (-8.2963, -2.7758, -1.0845)
C (-7.6017, -1.8143, -7.0266)
H (5.4904, 2.0074, -1.3964)
C (3.2543, -6.7648, 0.2957)
H (2.6052, -2.5884, -0.5211)
C (1.2721, 0.4588, -0.7723)
C (8.4451, 0.2617, 5.3136)
H (-3.5432, -3.9897, -1.2222)
H (-5.9308, -2.5900, -1.4477)
H (5.5231, 1.8308, -3.9001)
H (5.4620, -7.5974, 0.3455)
F (2.6592, -3.7197, -2.6131)
H (3.9901, -5.9673, 0.4565)
F (-2.9082, 2.0251, -0.9842)
H (-8.1245, -1.3045, -3.6631)
C (-3.4675, -3.2753, -3.2776)
F (-4.6238, 1.1296, -3.7365)
H (-8.1901, 4.9218, 1.6086)
H (3.4198, -10.8181, -1.5389)
H (-7.5359, 3.3183, 2.0128)
H (-3.7846, -4.3259, -5.1136)
F (-2.2263, 1.8164, -3.2580)
H (-4.4967, 5.1928, -1.2359)
O (3.0083, 1.2563, 2.3239)
H (-0.5146, -1.2018, 7.8365)
C (6.1458, 4.0566, -1.2729)
H (5.0279, -3.0971, 4.2445)
C (-5.5270, -2.8655, 2.0071)
C (6.1578, 5.9190, 0.9513)
H (0.5425, -2.8302, -0.7719)
H (-4.2474, -1.8897, -0.2308)
C (-0.2253, 0.5784, 6.5748)
H (-1.7045, 0.5054, 5.0393)
H (-3.9850, 6.6824, 0.3677)
H (-2.8300, 5.1633, -3.4623)
H (7.0135, 3.2420, 2.4068)
H (-5.2531, 1.9368, 10.3180)
C (-0.6961, 4.1390, -6.0938)
C (6.9847, 0.6173, 4.9534)
H (2.7424, -3.0976, 3.0396)
F (-4.1724, 3.2001, -2.7588)
C (-4.4124, 1.6865, 9.6876)
C (-5.0477, 6.7575, 0.2459)
H (0.2709, 4.2572, -5.6232)
H (5.1633, 4.5680, -1.2289)
C (6.3068, 5.2209, 3.2926)
H (5.2897, 7.0741, 2.6394)
H (4.1972, -9.6416, -2.6361)
H (-4.7759, -0.8288, 2.6356)
H (8.3906, 5.5286, -0.5471)
H (1.6039, -2.0858, 1.2716)
H (-3.4274, -1.9026, 10.5803)
H (9.5064, -1.7187, 4.8383)
H (-2.1501, 7.7215, -0.9213)
O (5.3795, -4.9008, 1.2992)
H (-3.2271, 4.6123, -5.3215)
C (-2.8558, 5.3302, -6.0329)
C (-6.4684, -1.6490, -1.2584)
C (-2.4718, 0.5633, 10.6384)
H (-1.3418, 7.2826, -7.0931)
H (-2.0868, -1.0026, -4.3142)
H (-3.0930, 1.8032, 1.4660)
C (4.5562, -2.2222, 3.7883)
H (9.1406, 4.3803, 0.5765)
H (4.1153, -5.5454, -1.6538)
C (-1.0854, -2.1736, -7.4083)
H (8.2887, 4.4659, 2.6530)
H (-1.7162, -4.0647, -6.6828)
C (6.3216, -4.0861, 1.4801)
H (-0.2366, -2.8309, -7.3915)
C (-4.3372, 0.2113, 9.2979)
H (6.4473, 6.6663, 0.2251)
H (-0.5286, -6.0257, 1.8086)
H (5.8342, 0.4592, 2.3057)
H (8.3598, -4.9343, 2.0601)
H (-2.2973, 1.3088, 8.2387)
H (6.3410, 0.7142, 5.8339)
F (0.1875, -3.9825, -2.6647)
H (-8.6605, -1.0960, -1.2577)
N (-1.3864, 5.4922, -5.8402)
H (2.4855, 0.8857, -2.6053)
C (-2.1951, -3.1249, -6.9295)
C (-7.9697, -1.8647, -1.6127)
H (-1.1740, 3.1639, 0.5274)
C (1.6293, -5.8384, 1.7205)
F (1.6214, -5.5417, -3.9447)
N (1.3109, -0.9601, -0.3771)
H (-4.9302, -0.3882, 10.0088)
H (6.0107, -9.9734, -0.7689)
H (3.1168, -3.4233, 5.7080)
H (1.7206, -0.3688, 1.6220)
C (-4.7280, -1.2131, 0.4617)
H (-1.8671, 8.1157, -2.6998)
C (-3.0235, 1.9597, 10.4229)
C (6.6614, -0.2092, 2.6381)
H (2.0780, 0.9731, -0.2453)
H (5.2293, 5.4591, 0.6304)
H (-2.3007, -4.7381, -2.1966)
H (4.9460, -2.2526, 2.7954)
H (6.6851, -1.1440, 2.0943)
H (-2.4174, 2.6006, 9.7984)
H (-3.4032, 4.0429, 0.2900)
H (-0.8467, -0.2826, 1.8903)
N (7.1481, 4.8191, 0.9554)
H (8.9211, -0.8295, 3.4994)
C (-3.9482, -1.7272, -5.8235)
H (4.0733, 0.1558, -0.4859)
C (-0.5977, 3.9702, -7.5938)
O (6.2445, -2.8316, 1.6435)
C (-4.5363, -1.6212, 1.8976)
C (-0.7510, -0.1290, 7.8439)
N (6.4410, -0.5505, 4.1230)
C (6.0215, 2.6998, -2.0044)
C (5.0323, -9.4722, -0.6090)
H (4.8191, -0.6492, 5.4467)
C (-0.4358, -1.1964, 1.3811)
F (-5.1381, 1.4828, -1.3773)
H (-4.0415, -5.1727, -2.4161)
H (-6.5951, 0.7044, 0.0446)
C (-6.7158, -2.5432, 1.1253)
C (-2.2641, 7.3953, -1.9726)
H (-0.1507, 0.2281, 8.7132)
H (1.3414, 2.9864, -1.8186)
N (3.7139, -7.5034, -0.8813)
H (0.1091, -1.5469, -1.9545)
H (-8.3204, -0.9930, -7.0993)
C (7.8007, -4.5957, 1.1942)
H (7.1080, -2.5009, 3.7920)
C (4.9664, -0.8136, 4.3821)
H (8.5863, 0.0880, 6.4046)
C (0.9932, 2.3083, -2.5906)
H (6.7656, 5.4316, 4.2947)
H (-5.6574, -2.9819, -5.3962)
C (-0.7988, 6.3409, -6.9114)
H (4.0494, -1.0448, 0.7335)
H (8.4028, -3.9098, 0.6202)
H (-5.2129, 6.2930, 2.4408)
H (-3.4984, -1.0664, -6.5532)
C (5.0556, -1.7271, -1.1052)
H (-6.0007, 3.6620, -0.6051)
H (-5.0223, -3.1542, -7.0916)
H (-2.0666, -4.2928, -4.6242)
H (-6.6359, 0.0282, 1.7120)
H (-3.5138, -1.9289, 2.0978)
C (3.7190, -6.4866, -2.0224)
C (-1.1542, 6.0627, -4.4934)
H (-5.2987, 7.7620, -0.0008)
C (6.6447, 3.6629, 0.0546)
H (-1.8707, 5.3902, -1.1988)
C (-1.0235, -1.4404, -0.0448)
C (3.0463, -2.3660, 3.7679)
H (-5.9748, -0.8047, -1.7496)
H (2.6123, -1.3948, 3.4687)
H (-1.0784, 3.9872, 2.1299)
H (1.4535, 2.6870, -3.4779)
C (-1.7337, 5.1745, -3.3667)
H (7.0265, -2.0459, 5.5773)
H (-2.8259, -2.4435, -2.8885)
H (6.2810, -0.6747, -2.5775)
C (-5.1993, -2.4580, -6.2631)
H (-10.2506, -2.1587, -2.6815)

Force components x, y, z for each atom (eV/Å):
-0.16 -0.67 -0.41
-0.14 0.73 0.06
-0.16 -0.25 0.09
0.57 0.98 -0.55
0.33 0.69 -0.05
0.31 -0.55 -1.41
-0.05 -0.32 -0.18
-0.12 -0.53 -0.04
0.18 0.15 -0.02
2.80 -0.02 -0.67
-0.51 0.24 0.69
0.36 -1.45 0.42
-0.23 0.25 -0.13
0.52 -0.38 -0.18
0.45 -0.24 0.19
0.27 0.44 0.20
-0.36 -0.14 0.68
-0.08 0.45 0.37
0.58 -0.54 -0.35
-0.56 -0.38 0.38
-0.39 -0.40 0.15
0.37 0.24 -0.01
-0.31 0.55 0.11
0.45 0.53 -0.55
0.18 -0.13 1.22
-0.03 0.67 -0.07
-0.05 -0.45 0.02
0.19 0.47 -0.34
-0.13 0.00 -2.87
-1.36 -0.08 -0.22
-0.68 -0.26 0.39
-0.08 0.04 -0.21
-0.17 -0.11 -0.24
-0.21 0.08 0.15
-0.21 0.07 -0.29
-0.15 0.32 -1.25
-0.40 -0.71 -1.22
0.21 0.38 0.33
0.82 0.08 0.07
0.94 1.32 0.53
-0.06 -1.76 -0.68
1.18 0.79 0.20
-0.56 -0.63 0.02
-0.34 -0.12 0.12
-0.21 -0.65 2.14
0.75 -0.26 0.26
-0.13 -0.43 -0.05
0.05 -0.43 0.64
-0.02 -0.09 0.30
-1.37 -0.88 -1.32
0.53 0.14 -0.08
-0.31 0.33 -0.53
-0.11 0.12 -0.40
0.15 -0.06 -0.06
-0.24 -0.26 0.52
-0.18 0.40 -0.06
0.22 -0.25 -0.90
0.64 -1.55 1.61
-0.70 -0.31 0.51
-0.58 0.13 0.00
2.35 1.50 -1.18
0.50 0.64 -0.37
0.29 -0.34 -0.02
0.27 0.28 0.34
0.16 -0.25 -0.16
-0.19 0.22 -0.30
-0.01 0.01 -0.51
-0.88 0.52 -0.82
-0.23 0.32 0.35
-1.69 0.62 1.10
-0.17 1.05 -0.11
-0.90 0.23 0.88
-0.14 -0.41 -0.46
0.27 -0.30 0.81
-0.53 -0.06 0.35
-0.74 -0.60 -0.20
0.34 -1.20 0.08
0.75 -0.15 0.21
0.61 0.34 -0.26
-0.55 0.71 0.04
2.54 1.02 -0.60
-0.55 0.09 -0.07
0.12 0.62 0.38
-0.14 -0.56 0.14
0.51 -0.33 -0.38
0.64 -0.50 -0.27
0.09 0.59 0.39
0.12 0.05 -0.09
0.47 0.46 -0.86
-0.41 0.89 0.59
-0.08 -0.12 -0.12
-0.73 0.47 0.05
-0.02 0.09 0.55
0.24 -0.85 -0.83
-0.41 -0.24 -0.53
0.57 0.09 -0.18
0.73 1.03 1.72
0.03 0.20 -0.23
0.91 0.60 1.07
0.27 0.28 -0.05
1.18 0.80 1.21
-0.85 0.90 0.69
-0.42 -0.35 0.10
0.26 0.19 -0.37
0.17 0.12 0.16
-0.09 -0.12 -0.31
0.20 0.10 0.56
-0.09 0.20 -0.57
0.28 0.40 -0.64
-0.56 -0.21 0.32
-0.13 -0.08 -0.47
0.57 -0.71 -3.13
-0.35 0.22 0.01
-0.16 -0.27 -0.24
0.04 0.02 -0.87
0.36 -0.31 -0.24
-0.22 -0.09 -0.31
0.10 -0.32 -0.46
-1.68 -1.22 0.36
-0.01 -0.31 0.83
-0.89 -0.22 0.98
0.34 -0.13 -0.28
0.26 0.46 -0.54
-0.16 -0.28 0.51
0.57 -1.47 -0.83
-0.32 0.40 0.18
0.41 -0.31 0.02
-0.70 0.54 0.52
-0.80 0.48 0.32
-0.66 1.41 -0.95
0.04 -0.38 -0.81
-0.08 0.04 -0.15
-0.37 -0.31 0.15
-0.01 0.03 -0.05
-0.15 -0.24 -0.07
-0.24 0.21 0.23
0.03 -0.01 0.00
-0.26 -0.03 0.23
0.15 -0.32 -0.20
-0.79 0.85 0.43
1.35 0.27 0.70
-0.93 -0.37 -0.23
1.84 0.01 -0.26
0.23 -0.06 -0.07
0.55 -0.20 -0.32
-0.17 0.50 0.58
-0.30 0.02 0.46
-0.77 0.09 -0.01
-0.18 0.04 -0.15
0.17 0.23 0.27
0.81 -1.29 0.26
-0.62 -0.58 0.88
-0.14 -0.16 0.99
0.05 0.71 0.09
0.59 1.95 0.18
0.26 -0.66 0.92
-0.07 0.01 0.16
-0.05 0.38 -0.07
-0.07 0.03 -0.33
-0.10 0.09 -1.16
0.17 -0.08 0.82
-0.40 -0.01 0.11
1.02 0.61 1.25
0.27 -0.19 0.14
0.39 0.64 1.33
-0.62 -0.56 -1.51
-0.32 0.03 0.06
0.54 0.49 0.06
-0.07 -0.75 -0.37
-0.38 -0.46 -0.53
0.28 0.01 -0.76
-0.48 0.30 0.60
0.43 -0.41 -0.08
-0.44 0.07 -0.35
-0.65 -0.05 -1.67
-0.11 0.25 0.47
1.15 -0.72 0.25
0.24 1.04 1.15
-0.50 0.22 -0.25
0.16 -0.20 -0.10
0.44 0.78 1.78
-0.02 -0.27 0.03
0.53 0.26 0.40
0.46 -0.53 -0.05
-0.05 0.75 0.11
-0.17 -0.40 0.30
-0.15 0.69 0.99
-0.03 -0.14 -0.24
0.02 -0.47 -0.37
-0.07 1.78 -0.01
1.54 0.01 0.82
-0.60 -2.04 0.05
0.37 -0.06 0.03
0.38 -0.32 -0.03
1.22 -0.17 -0.35
-0.74 0.15 -0.03
0.12 -0.15 -0.15
0.01 -0.31 -0.54
0.28 0.19 -0.28
-0.35 -0.03 0.52
-0.23 -0.14 0.13
-0.29 0.34 0.61
-0.37 0.34 -0.79
0.42 0.70 0.63
-0.12 -0.26 0.07
0.14 0.22 -0.31
-1.07 0.18 -0.15
0.26 -0.56 -0.37
-0.17 -0.57 0.26
0.57 -0.12 -0.40
-0.35 0.05 0.16
-0.11 1.39 0.68
0.56 -0.56 -0.02
0.40 -0.15 0.18
-0.34 -0.28 1.43
0.12 0.00 0.34
-0.41 -0.27 -0.08
1.49 0.35 -1.53
0.82 0.26 -0.41
-2.31 -0.47 0.70
0.04 0.11 -0.24
0.51 0.70 0.46
0.63 -0.56 0.48
-0.07 0.21 0.38
0.16 -0.59 -0.48
0.19 0.21 -0.26
-0.47 -0.17 0.50
0.34 0.30 -0.18
-0.50 -0.84 -0.81
0.45 -0.73 0.81
-0.82 0.67 0.40
0.67 -0.72 1.39
-0.28 -0.06 0.64
-0.40 1.05 0.97
0.04 0.48 0.43
-0.28 0.16 0.39
0.21 0.29 -0.06
-0.69 0.34 -0.34
-0.67 0.13 -0.73
-0.27 0.28 0.28
-1.12 0.31 -0.12
0.20 0.03 0.61
-1.46 -0.20 0.32
-0.30 0.50 0.40
-0.14 -0.38 0.52
-0.28 0.33 0.42
0.39 -0.51 -0.02
0.07 0.12 -0.71
0.14 -0.01 -0.13
0.33 0.10 0.14
-0.37 -0.40 -0.53
0.46 -0.57 -0.78
0.01 -1.32 -0.10
-0.01 -0.05 0.48
0.88 -0.27 -0.14
-0.15 -0.06 -0.45
0.51 1.28 0.27
-0.27 -1.08 -0.09
-1.13 -0.86 1.09
0.41 -0.21 1.17
0.21 0.37 0.22
0.17 0.40 -0.71
-0.09 -1.26 -0.55
-0.14 -0.32 0.12
0.75 0.72 0.06
-0.35 -0.22 0.02
-0.01 -0.72 0.05
0.11 0.29 -0.19
0.81 -0.24 -1.33
0.50 -1.39 -0.39
-0.37 0.04 -0.55
-0.43 0.26 0.41
-0.77 0.68 -1.65
-0.41 -0.21 -1.04
0.12 -0.37 0.00
-1.82 -1.23 0.15
0.52 -0.01 0.34
0.37 -0.96 -1.01
-0.42 0.09 -0.63
-1.51 -1.73 1.36
-0.17 -0.07 -1.07
0.33 0.04 -0.56
1.67 1.10 0.03
0.10 -0.26 0.02
-0.06 0.36 -0.10
-0.36 -0.01 -0.78
-0.89 0.59 -0.49
-0.71 1.35 0.25
-0.30 -0.34 0.14
-0.10 0.00 0.31
-0.61 0.23 0.14
0.27 0.07 -0.27
0.08 -0.03 -0.08
0.37 -0.60 -0.08
-0.79 -1.15 0.40
-0.38 0.68 -0.11
0.34 0.15 1.88
0.19 0.20 -0.33
0.59 -0.32 0.46
0.83 1.08 0.08
-0.23 -0.22 -0.44
0.10 -0.32 -0.13
-0.04 -0.62 -0.33
0.18 -0.24 -0.88
0.37 2.20 1.14
-0.05 0.20 -0.79
-0.36 -0.53 -0.60
0.00 -0.22 -0.11
-0.73 0.73 0.15
-0.28 0.26 -0.27